1.
Formula: C2H5OPS
Source: OMol25
Level of theory: wB97M-V/def2-TZVPD

Spin multiplicity = 1
Calculated total energy = -893.85542 Ha

Last column: Löwdin charge in e.
Atoms and positions in Å:
C  -0.5459  0.8380  -1.4638  -0.4726
C  0.2914  0.0703  0.9025  -0.9416
O  0.3657  -0.9792  1.7653  -0.1877
P  1.1744  -0.7344  -0.6619  0.8847
S  -1.3414  0.4088  0.1484  0.6734
H  0.1429  1.7632  -1.6258  0.0386
H  -1.0737  0.3670  -2.3014  -0.0120
H  0.7546  1.0453  1.3022  0.0956
H  -0.0208  -1.1058  2.6286  0.0991
H  0.2527  -1.6733  -0.6940  -0.1775

2.
Formula: C2H5OPS
Source: OMol25
Level of theory: wB97M-V/def2-TZVPD

Spin multiplicity = 1
Calculated total energy = -893.86447 Ha

Last column: Löwdin charge in e.
Atoms and positions in Å:
C  1.1391  -0.3689  -0.4087  -0.3386
P  -0.3647  -1.3515  0.0302  0.7362
C  -1.7228  -0.2162  -0.1481  -0.7603
S  -3.1308  -0.3023  0.5782  0.8401
O  -3.9077  1.0428  -0.0109  -0.5060
H  1.4641  0.1545  0.3867  -0.0254
H  1.0211  0.4211  -1.2576  0.0908
H  1.8724  -1.0372  -0.6574  -0.0224
H  -0.3506  -1.5219  1.3805  -0.0891
H  -3.4413  1.6361  -0.6767  0.0746

3.
Formula: C2H5OPS
Source: OMol25
Level of theory: wB97M-V/def2-TZVPD

Spin multiplicity = 1
Calculated total energy = -893.90882 Ha

Last column: Löwdin charge in e.
Atoms and positions in Å:
C  -1.7149  -0.5882  0.9811  -0.7203
C  0.5747  0.1242  -0.3639  -0.3829
O  -3.1572  -2.6842  1.2015  -0.5732
P  -1.0533  0.8662  0.1989  0.7706
S  -2.5822  -1.7757  0.2152  0.8553
H  -1.7766  -0.5637  2.0834  0.0370
H  1.0388  0.5711  -1.2611  0.0275
H  0.5911  -0.8618  -0.7509  -0.0005
H  1.4087  0.1966  0.4330  0.0589
H  -1.6540  0.8159  -1.0865  -0.0724

4.
Formula: C2H5OS
Source: OMol25
Level of theory: wB97M-V/def2-TZVPD

Spin multiplicity = 1
Net charge = -1
Calculated total energy = -552.65421 Ha

Last column: Löwdin charge in e.
Atoms and positions in Å:
S  1.3371  -2.1553  1.5869  -0.3562
H  0.5250  -2.8502  2.3979  -0.5081
O  0.0607  0.6920  -2.3754  -0.0021
C  0.1692  0.3721  -1.2156  -0.3379
C  -0.6129  0.9809  -0.0966  -0.0816
H  0.9276  -0.3496  -0.8536  0.0718
H  0.0282  1.2071  0.7543  0.0670
H  -1.1153  1.8903  -0.4357  0.0684
H  -1.3195  0.2126  0.2379  0.0788

Across the entries above, Kohn-Sham gap takes the values 7.82; 8.56; 8.59; 6.61 eV, respectively.
Across the entries above, energy above the lowest of the compared OMol25 structures with the same formula, charge and spin takes the values 308.2; 284.5; 168.0; 8.3 kJ/mol, respectively.